No. 1
This record from the OMol25 dataset describes a 3-piece molecular cluster, C23H28BrF2INO2 overall in a non-equilibrium geometry. The level of theory is the ωB97M-V functional and the def2-TZVPD basis.

The multiplicity is 2. The max |F| comes out at 5.34 eV Å⁻¹. The value obtained for the relative energy (zero: lowest compared OMol25 entry of this formula, charge and spin) is 0.000 eV. As for the HOMO-LUMO gap (spin up / spin down): 8.84 / 9.55 eV. The calculation puts the total energy at -113466.278 eV. The lowest unoccupied orbital energy (spin up / spin down) is 0.0121 / 0.0081 hartree.

Last column: Mulliken spin population.
Positions of all 58 atoms, in Å:
C  0.921  -1.943  0.685  0.0124
C  -0.266  -2.219  -0.275  0.0522
C  0.381  -2.712  -1.572  0.0199
C  -0.979  -0.865  -0.516  0.0027
C  -2.371  -0.752  0.107  0.0069
Br  -2.212  -0.737  2.081  0.0067
C  -3.080  0.561  -0.251  0.0013
C  -3.052  0.906  -1.725  0.0000
O  -3.018  0.170  -2.583  -0.0001
I  -3.136  3.050  -2.130  0.0000
C  -3.202  -1.977  -0.292  -0.0022
C  -2.492  -3.341  -0.117  0.0282
C  -2.622  -4.150  -1.412  0.0245
C  -3.288  -4.143  0.948  0.0141
N  -1.113  -3.231  0.403  0.2967
O  -0.522  -4.364  0.456  0.5613
H  1.451  -1.051  0.384  -0.0013
H  0.503  -1.817  1.681  -0.0077
H  1.641  -2.752  0.683  0.0010
H  1.052  -3.543  -1.400  0.0006
H  1.009  -1.886  -1.915  -0.0003
H  -0.329  -2.902  -2.373  -0.0036
H  -1.005  -0.694  -1.588  -0.0004
H  -0.363  -0.069  -0.097  0.0003
H  -4.123  0.488  0.056  -0.0003
H  -2.620  1.342  0.343  -0.0007
H  -4.136  -1.915  0.259  0.0004
H  -3.480  -1.891  -1.341  -0.0011
H  -2.405  -3.581  -2.312  -0.0038
H  -2.078  -5.085  -1.365  -0.0025
H  -3.674  -4.432  -1.483  -0.0006
H  -4.343  -3.893  0.894  -0.0003
H  -3.231  -5.211  0.756  0.0002
H  -2.923  -3.953  1.954  -0.0044
F  0.718  4.405  -0.555  0.0000
C  0.707  5.260  -1.597  0.0000
C  0.269  4.813  -2.827  0.0000
C  0.253  5.694  -3.898  0.0000
C  0.683  7.004  -3.728  0.0000
C  1.124  7.434  -2.483  0.0000
C  1.132  6.559  -1.406  0.0000
H  -0.054  3.787  -2.941  0.0000
H  -0.094  5.359  -4.866  0.0000
H  0.673  7.689  -4.565  0.0000
H  1.462  8.453  -2.350  0.0000
H  1.464  6.877  -0.427  0.0000
F  3.477  -1.444  1.364  -0.0004
C  3.855  -0.919  2.546  0.0002
C  3.076  0.064  3.124  0.0001
C  3.464  0.599  4.343  0.0000
C  4.625  0.155  4.961  0.0000
C  5.398  -0.831  4.362  0.0000
C  5.010  -1.378  3.148  0.0001
H  2.178  0.402  2.622  -0.0001
H  2.860  1.365  4.811  0.0000
H  4.927  0.577  5.911  0.0000
H  6.305  -1.176  4.841  0.0000
H  5.594  -2.153  2.669  0.0000

***

No. 2
This record from the OMol25 dataset describes a 2-piece molecular cluster, C4H8NO overall in a non-equilibrium geometry. The level of theory is the ωB97M-V functional and the def2-TZVPD basis.

The max |F| comes out at 3.92 eV Å⁻¹. The charge is +1. The value obtained for the relative energy (zero: lowest compared OMol25 entry of this formula, charge and spin) is 2.935 eV. As for the HOMO-LUMO gap (spin up / spin down): 6.59 / 6.59 eV. The calculation puts the total energy at -7805.168 eV. The lowest unoccupied orbital energy (spin up / spin down) is -0.2350 / -0.2350 hartree.

Last column: Löwdin charge in e.
Positions of all 14 atoms, in Å:
C  1.499  -0.463  0.119  -0.0531
C  1.692  1.929  0.254  0.2010
C  1.882  0.733  -0.390  -0.0705
C  -2.031  -0.784  0.536  -0.1185
N  -1.136  -1.019  -0.633  -0.0652
O  1.436  -1.484  0.601  0.3481
H  1.915  2.893  -0.284  0.1292
H  1.529  1.907  1.362  0.1231
H  1.871  0.722  -1.468  0.1438
H  -1.783  0.152  1.131  0.0848
H  -2.960  -0.588  0.064  0.0528
H  -2.032  -1.729  1.157  0.1051
H  -1.108  -0.431  -1.482  0.0914
H  -0.773  -1.839  -0.967  0.0278

***

No. 3
This record from the OMol25 dataset describes one molecule with the formula C4H7NO. The level of theory is the ωB97M-V functional and the def2-TZVPD basis.

The max |F| comes out at 0.47 eV Å⁻¹. The value obtained for the relative energy (zero: lowest compared OMol25 entry of this formula, charge and spin) is 3.454 eV. As for the SMILES: CN/C=C1/CO1. As for the HOMO-LUMO gap: 9.60 eV. The calculation puts the total energy at -7796.190 eV. The lowest unoccupied orbital energy is 0.0397 hartree.

Last column: Löwdin charge in e.
Positions of all 13 atoms, in Å:
C  1.877  0.227  0.847  -0.1206
N  0.961  -0.853  0.481  -0.0966
C  0.276  -0.549  -0.718  -0.1321
C  -0.896  0.054  -0.606  -0.2758
C  -2.286  0.315  -0.797  -0.0495
O  -1.639  0.363  0.505  0.0073
H  1.811  0.433  1.918  0.0784
H  2.908  -0.041  0.600  0.0705
H  1.608  1.154  0.318  0.0789
H  0.258  -0.980  1.205  0.1020
H  0.755  -0.764  -1.667  0.1131
H  -2.667  1.267  -1.155  0.1098
H  -2.932  -0.551  -0.928  0.1145

***

Among the records above, which one has the highest relative energy (zero: lowest compared OMol25 entry of this formula, charge and spin)? C4H7NO

***

What is the formula in the third record? C4H7NO